one | An isolated ion of composition C5H8NO and charge +1, computed with the ωB97M-V functional and the def2-TZVPD basis.

Summary:
HOMO energy, eV: -14.2
Charge: +1
SMILES: C=C1[N@@H+]2[C@@H](O)[C@]12C
Kohn-Sham gap, eV: 10.1

```
15
C5H8NO the ωB97M-V functional and the def2-TZVPD basis
C -2.32 0.41 0.04
C -1.00 0.39 -0.08
N 0.08 1.09 0.58
C 1.16 0.80 -0.48
O 2.41 0.55 -0.11
C 0.19 -0.26 -0.37
C 0.31 -1.71 0.03
H -2.80 1.22 0.51
H -2.85 -0.30 -0.50
H 0.22 1.22 1.63
H 0.96 1.49 -1.26
H 2.98 1.33 -0.24
H -0.60 -2.18 -0.57
H 0.06 -1.96 1.00
H 1.22 -2.09 -0.17
```

Charges obtained by Mulliken population analysis, quoted in units of e:
1. C -0.833
2. C 0.474
3. N -0.261
4. C 0.145
5. O -0.461
6. C 0.424
7. C -1.381
8. H 0.297
9. H 0.285
10. H 0.333
11. H 0.450
12. H 0.375
13. H 0.340
14. H 0.400
15. H 0.412

two | An isolated ion of composition C5H8NO and charge +1, computed with the ωB97M-V functional and the def2-TZVPD basis.

Summary:
HOMO energy, eV: -15.3
Charge: +1
SMILES: CC[n+]1ccoc1
Kohn-Sham gap, eV: 11.0

```
15
C5H8NO the ωB97M-V functional and the def2-TZVPD basis
C -1.43 -0.45 0.69
C -0.63 -0.25 -0.59
N 0.82 -0.12 -0.33
C 1.55 1.02 -0.61
C 2.79 0.73 -0.19
O 2.82 -0.45 0.40
C 1.59 -0.98 0.29
H -0.81 -0.17 1.52
H -1.75 -1.53 0.75
H -2.36 0.11 0.50
H -0.85 0.65 -1.09
H -0.83 -1.21 -1.26
H 0.93 1.80 -0.94
H 3.71 1.33 -0.24
H 1.35 -2.05 0.50
```

Charges obtained by Mulliken population analysis, quoted in units of e:
1. C -0.944
2. C -0.239
3. N 0.041
4. C -0.034
5. C -0.361
6. O -0.241
7. C 0.145
8. H 0.347
9. H 0.307
10. H 0.318
11. H 0.225
12. H 0.299
13. H 0.387
14. H 0.391
15. H 0.360

Quick one: most stable of them? two

one | C5H8NO as an isolated structure, computed with the ωB97M-V functional and the def2-TZVPD basis.

Summary:
HOMO energy, eV: -14.6
Charge: +1
Kohn-Sham gap, eV: 9.4

```
15
C5H8NO the ωB97M-V functional and the def2-TZVPD basis
C -2.47 0.02 -0.08
C 1.74 -0.36 -0.99
C 0.88 -0.12 0.03
C -0.12 -1.17 0.13
C 1.06 1.00 0.98
N -3.04 0.71 -0.88
O -1.88 -0.79 0.61
H 2.65 0.22 -0.98
H 1.61 -1.06 -1.79
H -3.66 1.48 -0.98
H 0.00 -1.95 0.91
H -0.32 -1.81 -0.76
H 0.99 0.69 2.08
H 0.47 1.90 0.83
H 2.10 1.24 0.89
```

Charges obtained by Mulliken population analysis, quoted in units of e:
1. C 0.636
2. C -0.930
3. C 1.021
4. C -0.511
5. C -1.127
6. N -0.252
7. O -0.420
8. H 0.275
9. H 0.315
10. H 0.325
11. H 0.272
12. H 0.394
13. H 0.318
14. H 0.290
15. H 0.394

two | An isolated ion of composition C5H8NO and charge +1, computed with the ωB97M-V functional and the def2-TZVPD basis.

Summary:
HOMO energy, eV: -15.1
Charge: +1
SMILES: C=C(C=O)[C@@H]1C[NH2+]1
Kohn-Sham gap, eV: 10.2

```
15
C5H8NO the ωB97M-V functional and the def2-TZVPD basis
C -1.65 1.43 0.08
C -0.95 0.25 -0.02
C -1.51 -1.01 -0.18
O -0.84 -2.03 -0.11
C 0.65 0.39 0.33
C 1.61 0.03 -0.69
N 1.35 -0.88 0.43
H -1.07 2.25 0.50
H -2.66 1.58 -0.18
H -2.64 -1.07 -0.33
H 0.90 1.21 1.10
H 1.58 -0.19 -1.72
H 2.54 0.63 -0.61
H 0.59 -1.76 0.25
H 2.09 -0.85 1.13
```

Charges obtained by Mulliken population analysis, quoted in units of e:
1. C -0.883
2. C 0.464
3. C 0.148
4. O -0.588
5. C -0.041
6. C -0.455
7. N -0.224
8. H 0.236
9. H 0.336
10. H 0.332
11. H 0.375
12. H 0.288
13. H 0.285
14. H 0.424
15. H 0.305

three | An isolated ion of composition C5H8NO and charge +1, computed with the ωB97M-V functional and the def2-TZVPD basis.

Summary:
HOMO energy, eV: -15.1
Charge: +1
Kohn-Sham gap, eV: 7.2

```
15
C5H8NO the ωB97M-V functional and the def2-TZVPD basis
C 0.59 -0.75 0.53
C -0.82 -0.54 0.45
C 1.46 0.41 0.33
C 2.59 -0.13 -0.51
C -2.82 0.75 -0.15
N -1.51 0.20 -0.25
O 1.27 1.58 0.38
H 0.91 -1.72 0.68
H -1.03 -1.39 1.25
H 2.55 -1.24 -0.89
H 2.79 0.52 -1.31
H 3.47 -0.16 0.18
H -3.45 0.38 -0.97
H -3.47 0.32 0.56
H -2.54 1.75 -0.29
```

Charges obtained by Mulliken population analysis, quoted in units of e:
1. C -0.465
2. C 0.306
3. C 0.706
4. C -0.962
5. C -0.771
6. N -0.221
7. O -0.384
8. H 0.487
9. H 0.263
10. H 0.308
11. H 0.357
12. H 0.324
13. H 0.341
14. H 0.354
15. H 0.356

Quick one: most stable of them? two

one | A 2-piece molecular cluster, C8H9N3 overall, computed with the ωB97M-V functional and the def2-TZVPD basis.

Summary:
HOMO energy, eV: -8.5
Charge: 0
SMILES: C#CN(C)/N=C\C#CC.C#N
Kohn-Sham gap, eV: 8.9

```
20
C8H9N3 the ωB97M-V functional and the def2-TZVPD basis
C 0.11 -1.56 1.35
C 0.91 -1.10 0.57
N 1.73 -0.37 -0.15
C 3.19 -0.61 -0.06
N 1.41 0.34 -1.24
C 0.25 0.72 -1.59
C -1.06 0.50 -1.03
C -2.18 0.14 -0.74
C -3.45 -0.14 -0.05
H -0.57 -2.34 1.49
H 3.59 -0.85 0.85
H 3.29 -1.61 -0.56
H 3.66 0.15 -0.48
H 0.08 1.36 -2.55
H -3.35 -0.92 0.70
H -4.12 -0.70 -0.75
H -3.79 0.73 0.29
C 0.08 2.06 1.31
N 0.56 3.11 1.43
H -0.36 1.12 1.20
```

Charges obtained by Mulliken population analysis, quoted in units of e:
1. C -0.544
2. C 0.080
3. N 0.584
4. C -1.023
5. N -0.636
6. C -0.318
7. C -0.279
8. C 0.854
9. C -1.308
10. H 0.324
11. H 0.396
12. H 0.350
13. H 0.318
14. H 0.228
15. H 0.301
16. H 0.333
17. H 0.337
18. C 0.387
19. N -0.425
20. H 0.042

two | One molecule with the formula C8H9N3, computed with the ωB97M-V functional and the def2-TZVPD basis.

Summary:
HOMO energy, eV: -9.7
Charge: 0
SMILES: C1=N[C@@H](c2ccncc2)NC1
Kohn-Sham gap, eV: 10.5

```
20
C8H9N3 the ωB97M-V functional and the def2-TZVPD basis
C 2.61 0.94 -0.21
N 1.50 1.28 0.30
C 0.79 0.03 0.61
C -0.71 0.03 0.29
C -1.36 1.24 0.06
C -2.74 1.24 -0.17
N -3.49 0.14 -0.26
C -2.84 -1.01 -0.02
C -1.48 -1.14 0.24
N 1.49 -1.07 -0.06
C 2.83 -0.58 -0.31
H 3.32 1.71 -0.51
H 0.92 -0.13 1.70
H -0.84 2.20 0.08
H -3.25 2.19 -0.30
H -3.46 -1.92 -0.06
H -1.05 -2.10 0.45
H 1.01 -1.23 -0.96
H 3.19 -0.89 -1.30
H 3.55 -0.94 0.42
```

Charges obtained by Mulliken population analysis, quoted in units of e:
1. C -0.091
2. N -0.452
3. C 0.238
4. C 0.111
5. C -0.260
6. C -0.349
7. N -0.608
8. C -0.278
9. C -0.429
10. N -0.435
11. C -0.524
12. H 0.401
13. H 0.249
14. H 0.419
15. H 0.355
16. H 0.338
17. H 0.426
18. H 0.349
19. H 0.311
20. H 0.226

Quick one: most stable of them? two

one | C6H14NO as an isolated structure, computed with the ωB97M-V functional and the def2-TZVPD basis.

Summary:
HOMO energy, eV: -2.6
Charge: -1
Kohn-Sham gap, eV: 6.2

```
22
C6H14NO the ωB97M-V functional and the def2-TZVPD basis
C -0.45 -1.21 1.21
C 0.59 -0.03 1.56
C 2.09 -0.27 1.29
O 2.46 -0.12 -0.04
C -1.28 -1.08 -0.05
N -3.12 1.07 -0.38
C 1.01 1.39 -2.78
C -2.45 -0.01 0.14
H -1.14 -1.32 2.07
H 0.10 -2.19 1.09
H 0.44 0.20 2.63
H 0.21 0.92 1.02
H 2.21 -1.31 1.68
H 2.66 0.40 1.98
H -0.83 -0.67 -1.04
H -1.77 -2.03 -0.30
H 1.70 1.86 -1.98
H 0.19 2.17 -3.05
H 0.67 0.41 -2.34
H -1.98 1.10 0.02
H -2.92 -0.45 1.00
H 1.62 1.17 -3.71
```

Charges obtained by Mulliken population analysis, quoted in units of e:
1. C -0.588
2. C -0.346
3. C -0.566
4. O -0.852
5. C -0.224
6. N -0.680
7. C -0.804
8. C -0.205
9. H 0.367
10. H 0.304
11. H 0.353
12. H 0.095
13. H 0.168
14. H 0.190
15. H -0.061
16. H 0.356
17. H 0.199
18. H 0.243
19. H 0.098
20. H 0.391
21. H 0.302
22. H 0.262

two | C6H14NO as an isolated structure, computed with the ωB97M-V functional and the def2-TZVPD basis.

Summary:
HOMO energy, eV: -2.2
Charge: -1
Kohn-Sham gap, eV: 6.3

```
22
C6H14NO the ωB97M-V functional and the def2-TZVPD basis
C 2.56 0.43 -0.61
C 3.35 -0.64 0.24
C 1.13 0.06 -0.50
N 0.68 -0.25 0.87
C -1.49 -1.39 0.19
C -0.82 -0.17 0.75
C -2.27 0.98 -0.77
O -3.18 1.12 0.16
H 2.68 1.45 -0.19
H 2.83 0.54 -1.71
H 2.58 -0.83 0.96
H 4.26 -0.34 0.85
H 3.63 -1.56 -0.33
H 0.83 -0.70 -1.27
H 0.62 0.97 -0.83
H -1.21 0.76 0.05
H -2.54 -1.22 0.32
H -1.31 -2.30 0.74
H -1.16 -1.65 -0.85
H -1.27 -0.03 1.76
H -2.14 0.06 -1.51
H -1.83 2.00 -1.25
```

Charges obtained by Mulliken population analysis, quoted in units of e:
1. C -0.311
2. C -0.961
3. C -0.240
4. N -0.611
5. C -1.456
6. C -0.001
7. C -0.021
8. O -0.659
9. H 0.223
10. H 0.272
11. H 0.373
12. H 0.281
13. H 0.197
14. H 0.054
15. H 0.095
16. H -0.025
17. H 0.506
18. H 0.342
19. H 0.222
20. H 0.278
21. H 0.170
22. H 0.269

Quick one: most stable of them? two

one | C6H14NO as an isolated structure, computed with the ωB97M-V functional and the def2-TZVPD basis.

Summary:
HOMO energy, eV: -1.0
Charge: -1
Kohn-Sham gap, eV: 4.2

```
22
C6H14NO the ωB97M-V functional and the def2-TZVPD basis
C -1.50 3.76 -0.54
C -1.06 2.52 -1.35
N -1.60 1.31 -0.85
C -0.73 0.21 -1.17
C 1.88 -2.31 2.25
C 0.84 -2.98 1.35
C 0.87 -2.56 -0.06
O 0.09 -2.92 -1.01
H -1.49 3.59 0.55
H -0.86 4.65 -0.78
H -2.52 4.00 -0.90
H -1.22 2.68 -2.44
H 0.04 2.51 -1.14
H -0.67 -0.19 -2.20
H 0.35 0.42 -0.83
H -1.04 -0.63 -0.59
H 1.82 -1.24 1.91
H 1.52 -2.37 3.30
H 2.91 -2.68 2.17
H 0.33 -3.86 1.69
H 1.77 -1.91 -0.25
H 0.26 -2.01 0.90
```

Charges obtained by Mulliken population analysis, quoted in units of e:
1. C -1.078
2. C -0.190
3. N -0.772
4. C -0.720
5. C -0.956
6. C -0.183
7. C -0.075
8. O -0.603
9. H 0.286
10. H 0.320
11. H 0.221
12. H 0.175
13. H 0.235
14. H 0.161
15. H 0.122
16. H 0.241
17. H 0.283
18. H 0.304
19. H 0.264
20. H 0.447
21. H 0.323
22. H 0.195

two | An isolated ion of composition C6H14NO and charge -1, computed with the ωB97M-V functional and the def2-TZVPD basis.

Summary:
HOMO energy, eV: -2.3
Charge: -1
SMILES: CCN[C@@H](CC)C[O-]
Kohn-Sham gap, eV: 6.4

```
22
C6H14NO the ωB97M-V functional and the def2-TZVPD basis
C -0.58 1.85 2.62
C 0.14 0.75 1.84
N -0.56 0.48 0.62
C 0.16 -0.35 -0.33
C -0.82 -1.07 -1.23
C -0.20 -2.24 -2.00
C 1.24 0.49 -1.16
O 1.79 1.50 -0.49
H -0.40 1.80 3.70
H -1.63 1.82 2.36
H -0.19 2.81 2.28
H 1.18 1.05 1.70
H 0.20 -0.19 2.42
H -0.80 1.34 0.13
H 0.78 -1.04 0.27
H -1.21 -0.31 -1.91
H -1.63 -1.48 -0.62
H 0.84 -2.11 -2.28
H -0.22 -3.13 -1.38
H -0.73 -2.47 -2.93
H 1.95 -0.30 -1.53
H 0.68 0.81 -2.10
```

Charges obtained by Mulliken population analysis, quoted in units of e:
1. C -1.341
2. C -0.162
3. N -0.301
4. C -0.125
5. C -0.523
6. C -1.206
7. C -0.495
8. O -0.857
9. H 0.360
10. H 0.354
11. H 0.290
12. H 0.272
13. H 0.298
14. H 0.291
15. H 0.280
16. H 0.312
17. H 0.305
18. H 0.334
19. H 0.294
20. H 0.329
21. H 0.157
22. H 0.134

three | A 2-piece molecular cluster, C6H14NO overall, computed with the ωB97M-V functional and the def2-TZVPD basis.

Summary:
HOMO energy, eV: -2.5
Charge: -1
Kohn-Sham gap, eV: 5.7

```
22
C6H14NO the ωB97M-V functional and the def2-TZVPD basis
C -0.59 0.38 -0.10
C -0.15 -0.36 -1.37
C 1.37 -0.69 -1.27
O 2.23 0.26 -0.99
C -2.08 0.85 -0.14
N -2.66 -0.15 1.22
C 2.78 0.28 1.97
C -2.92 -0.43 -0.17
H -0.02 1.20 0.32
H -0.52 -0.49 0.62
H -0.41 0.37 -2.13
H -0.64 -1.25 -1.77
H 1.68 -1.26 -2.11
H 1.35 -1.42 -0.45
H -2.25 1.70 0.54
H -2.13 1.31 -1.17
H 1.89 0.17 2.62
H 2.49 0.08 0.90
H 3.59 -0.36 2.42
H -2.34 -1.25 -0.56
H -3.91 -0.30 -0.57
H 3.26 1.32 2.20
```

Charges obtained by Mulliken population analysis, quoted in units of e:
1. C -0.433
2. C -0.714
3. C -0.895
4. O -0.895
5. C -0.683
6. N -0.512
7. C -0.839
8. C -0.297
9. H 0.269
10. H 0.246
11. H 0.358
12. H 0.451
13. H 0.422
14. H 0.239
15. H 0.379
16. H 0.477
17. H 0.191
18. H 0.164
19. H 0.278
20. H 0.258
21. H 0.335
22. H 0.199

four | An isolated ion of composition C6H14NO and charge -1, computed with the ωB97M-V functional and the def2-TZVPD basis.

Summary:
HOMO energy, eV: -2.2
Charge: -1
SMILES: CCN[C@@H](CC)C[O-]
Kohn-Sham gap, eV: 6.2

```
22
C6H14NO the ωB97M-V functional and the def2-TZVPD basis
C 2.72 0.71 1.37
C 1.40 0.02 1.48
N 0.70 0.62 0.24
C -0.50 -0.11 -0.13
C -1.27 0.46 -1.37
C -2.81 0.65 -1.11
C -0.30 -1.72 -0.31
O 0.06 -2.40 0.70
H 2.74 1.81 1.16
H 3.28 0.15 0.57
H 3.27 0.64 2.29
H 1.53 -1.08 1.35
H 0.82 0.30 2.36
H 1.25 0.51 -0.58
H -1.16 -0.07 0.66
H -0.99 -0.15 -2.17
H -0.81 1.45 -1.57
H -3.11 0.00 -0.31
H -2.97 1.72 -0.75
H -3.30 0.33 -2.05
H -1.17 -2.17 -0.82
H 0.64 -1.68 -1.03
```

Charges obtained by Mulliken population analysis, quoted in units of e:
1. C -1.253
2. C -0.129
3. N -0.464
4. C 0.105
5. C -0.907
6. C -1.059
7. C -0.645
8. O -0.774
9. H 0.297
10. H 0.273
11. H 0.418
12. H 0.228
13. H 0.278
14. H 0.382
15. H 0.155
16. H 0.502
17. H 0.309
18. H 0.323
19. H 0.292
20. H 0.300
21. H 0.295
22. H 0.072

Quick one: most stable of them? two